Entry 1:
This record from the Open Molecules 2025 dataset describes a molecular structure, C52H45AsN2O6PRuS2Se in a non-equilibrium geometry. The level of theory is ωB97M-V/def2-TZVPD.

```
111
Properties=species:S:1:pos:R:3:lowdin_charge:R:1
Ru -0.07 -0.46 -0.58 1.1072
O -1.53 -1.53 1.48 -0.0956
N -1.81 -0.53 0.50 -0.1039
C -3.06 -0.22 0.56 -0.1156
C -3.88 0.73 -0.19 -0.1801
C -5.24 0.64 0.16 -0.0355
C -6.21 1.39 -0.48 -0.0594
C -5.84 2.24 -1.51 -0.0551
C -4.50 2.35 -1.85 -0.0491
C -3.50 1.63 -1.20 -0.1940
P -1.80 1.91 -1.75 0.9178
C -1.89 3.31 -2.87 -0.2966
C -1.85 3.07 -4.24 -0.0525
C -2.00 4.12 -5.14 -0.0646
C -2.18 5.41 -4.66 -0.0715
C -2.21 5.66 -3.29 -0.0623
C -2.06 4.61 -2.40 -0.0868
C -1.22 0.46 -2.52 -0.3956
C -2.32 -0.38 -3.05 -0.1186
C -2.16 -1.24 -4.05 -0.0680
C -0.82 -1.56 -4.62 -0.2112
C 0.09 -0.37 -4.44 -0.0744
C -0.07 0.52 -3.45 -0.1427
H -2.21 -2.21 1.37 0.0921
H -3.64 -0.75 1.32 0.1240
H -5.53 -0.04 0.95 0.1116
H -7.25 1.29 -0.18 0.1092
H -6.58 2.82 -2.04 0.1100
H -4.24 3.03 -2.65 0.1040
H -1.71 2.06 -4.61 0.1045
H -1.97 3.94 -6.20 0.1059
H -2.29 6.24 -5.35 0.1044
H -2.34 6.66 -2.92 0.1082
H -2.07 4.80 -1.33 0.1175
H -3.31 -0.26 -2.64 0.1020
H -3.02 -1.80 -4.40 0.1129
H -0.91 -1.83 -5.68 0.1352
H 0.96 -0.29 -5.08 0.1083
H 0.65 1.33 -3.33 0.1171
S 3.00 -2.24 -3.37 1.1059
C 3.95 -1.27 -2.28 -0.4512
C 5.33 -1.10 -2.26 -0.0968
C 5.88 -0.31 -1.27 -0.0938
C 5.06 0.32 -0.32 -0.0673
C 3.69 0.16 -0.35 -0.0349
C 3.12 -0.65 -1.33 -0.2728
N 1.78 -0.97 -1.47 -0.0153
C 1.58 -1.80 -2.47 -0.5617
C 0.29 -2.36 -2.61 -0.2456
C -0.20 -2.89 -3.90 -0.2080
C -1.23 -3.94 -3.68 -0.0588
C -1.94 -3.94 -2.53 -0.1023
C -1.70 -2.96 -1.51 -0.0870
C -0.59 -2.12 -1.53 -0.2431
H 5.96 -1.58 -2.99 0.1046
H 6.95 -0.17 -1.23 0.0989
H 5.50 0.95 0.44 0.1036
H 3.03 0.68 0.32 0.0599
H 0.61 -3.23 -4.55 0.1287
H -1.44 -4.65 -4.47 0.1041
H -2.73 -4.67 -2.38 0.0983
H -2.44 -2.87 -0.72 0.0769
O 0.63 4.30 -1.37 -0.3980
Se 0.58 3.12 -0.30 0.8941
O -1.12 2.44 -0.43 -0.4469
O 1.35 1.77 -0.72 -0.4505
O 0.61 3.51 1.25 -0.4197
O 0.79 -0.20 1.36 -0.5311
As 1.74 -1.11 2.38 1.2548
C 3.05 0.09 3.12 -0.2799
C 4.05 -0.32 4.00 -0.1049
C 4.94 0.60 4.51 -0.0818
C 4.84 1.94 4.14 -0.0786
C 3.83 2.35 3.29 -0.0567
C 2.93 1.43 2.77 -0.0883
C 0.75 -1.78 3.88 -0.2866
C 1.25 -2.83 4.64 -0.0948
C 0.54 -3.26 5.75 -0.0832
C -0.65 -2.64 6.09 -0.0827
C -1.14 -1.59 5.33 -0.0707
C -0.44 -1.15 4.22 -0.0938
C 2.55 -2.60 1.47 -0.2938
C 3.88 -2.95 1.68 -0.0911
C 4.42 -4.02 0.98 -0.0738
C 3.64 -4.72 0.07 -0.0710
C 2.31 -4.37 -0.12 -0.0632
C 1.76 -3.31 0.58 -0.0920
H 4.11 -1.36 4.32 0.0967
H 5.72 0.28 5.19 0.1036
H 5.54 2.66 4.53 0.1039
H 3.72 3.40 3.02 0.1121
H 2.13 1.75 2.12 0.0743
H 2.17 -3.33 4.36 0.1015
H 0.92 -4.08 6.35 0.1034
H -1.20 -2.98 6.96 0.1029
H -2.07 -1.10 5.61 0.1040
H -0.80 -0.32 3.62 0.0624
H 4.51 -2.38 2.35 0.0894
H 5.46 -4.29 1.13 0.1049
H 4.07 -5.54 -0.49 0.1058
H 1.70 -4.90 -0.84 0.1127
H 0.73 -3.03 0.41 0.0816
C -3.86 1.90 3.51 -0.4141
S -2.24 2.15 2.76 0.7782
C -1.82 3.73 3.49 -0.4008
H -4.56 2.68 3.21 0.0364
H -3.80 1.86 4.60 0.0323
H -4.25 0.94 3.16 0.0100
H -1.77 3.66 4.58 0.0356
H -2.54 4.50 3.21 0.0388
H -0.84 4.00 3.09 0.0076
```

Calculated values
Multiplicity   2
ΔE to the lowest compared entry with this formula, charge and spin   90.5 kcal per mole
Lowest unoccupied orbital energy (alpha / beta)   -0.42 / -0.59 eV
F_max   0.02163 hartree/bohr
E   -8439.10503 Ha

Entry 2:
This record from the Open Molecules 2025 dataset describes a molecular structure, C52H45BiBrN7O3P2S4 in a non-equilibrium geometry. The level of theory is ωB97M-V/def2-TZVPD.

```
115
Properties=species:S:1:pos:R:3:lowdin_charge:R:1
Bi -1.55 1.61 -1.15 1.1511
S -2.94 2.77 0.44 0.5653
C -4.26 1.63 0.83 -0.6082
C -5.27 2.03 1.68 -0.0616
C -6.14 1.11 2.21 -0.2206
C -7.11 1.61 3.17 -0.1677
N -7.75 2.09 3.98 0.1753
C -6.09 -0.21 1.88 -0.1548
C -5.14 -0.67 0.93 -0.0381
C -4.23 0.29 0.42 -0.6233
S -3.02 -0.35 -0.72 0.4827
C -7.04 -1.24 2.49 -0.1375
N -7.59 -2.20 2.78 0.1525
H -5.27 3.04 2.11 0.1340
H -5.00 -1.72 0.77 0.1105
C -0.51 5.13 -2.25 -0.0774
O -0.53 4.35 -1.12 -0.1779
C -0.58 4.92 0.07 -0.3041
C -1.11 6.17 0.28 -0.0672
C -1.23 6.61 1.59 -0.6174
Br -2.28 8.23 1.73 0.7050
C -0.80 5.96 2.69 -0.0584
C -0.39 4.65 2.43 -0.0611
C -0.12 4.15 1.15 -0.2592
O 0.37 2.96 0.80 -0.0432
C -0.25 3.82 3.67 -0.3059
N 0.12 4.25 4.81 0.1907
C -0.14 3.18 5.67 -0.2392
C 0.14 3.13 7.05 0.0070
C -0.26 1.95 7.70 -0.0688
C -0.84 0.87 6.98 -0.0965
C -1.06 0.96 5.63 -0.0575
C -0.73 2.12 5.03 -0.2076
N -0.83 2.57 3.68 0.1915
H 0.03 6.08 -2.11 0.1225
H -1.50 5.26 -2.71 0.1125
H -0.04 4.58 -2.98 0.0652
H -1.56 6.76 -0.48 0.0931
H -0.87 6.32 3.68 0.1078
H 0.89 2.54 1.52 0.0391
H 0.54 3.91 7.58 0.0832
H -0.04 1.78 8.74 0.0922
H -1.20 -0.03 7.49 0.1067
H -1.61 0.11 5.12 0.1200
H -1.03 2.06 2.83 0.1114
C 5.34 -3.74 -3.73 -0.4079
S 4.62 -5.21 -2.94 0.8072
C 2.86 -5.03 -3.32 -0.4992
C 2.05 -4.21 -2.33 -0.2419
C 2.35 -2.70 -2.49 -0.2733
N 1.43 -1.73 -1.91 -0.5044
P 0.12 -1.01 -2.69 0.9242
C -0.61 -2.50 -3.50 -0.3503
C -0.18 -2.91 -4.77 -0.0862
C -0.65 -4.10 -5.34 -0.0470
C -1.59 -4.84 -4.60 -0.0808
C -1.96 -4.45 -3.35 -0.0960
C -1.45 -3.30 -2.80 -0.1380
C 0.76 -0.15 -4.17 -0.3889
C -0.10 0.38 -5.13 -0.1117
C 0.34 1.29 -6.08 -0.0742
C 1.71 1.51 -6.12 -0.0868
C 2.60 0.94 -5.19 -0.0703
C 2.20 0.03 -4.20 -0.0581
P 1.82 -0.87 -0.44 1.0214
C 3.19 -1.73 0.28 -0.4051
C 3.26 -3.03 0.82 -0.0614
C 4.45 -3.57 1.31 -0.0815
C 5.58 -2.80 1.33 -0.1103
C 5.54 -1.54 0.82 -0.0892
C 4.38 -1.03 0.19 -0.1173
C 0.33 -1.49 0.62 -0.3570
C -0.31 -2.73 0.36 -0.1139
C -1.46 -2.97 1.11 -0.1054
C -1.85 -2.16 2.19 -0.0875
C -1.28 -0.87 2.40 -0.0546
C -0.15 -0.60 1.55 -0.1558
H 6.41 -3.93 -3.49 0.0325
H 5.09 -2.88 -3.13 0.0054
H 5.25 -3.70 -4.81 0.0408
H 2.45 -5.98 -3.19 0.0430
H 2.71 -4.65 -4.39 0.1146
H 2.08 -4.54 -1.31 0.0887
H 0.98 -4.28 -2.46 0.0828
H 2.44 -2.46 -3.57 0.1013
H 3.34 -2.51 -2.14 0.0709
H 0.52 -2.25 -5.26 0.0950
H -0.21 -4.36 -6.28 0.0972
H -2.06 -5.76 -4.94 0.1023
H -2.57 -5.15 -2.76 0.1179
H -1.71 -3.09 -1.73 0.0857
H -1.21 0.08 -4.99 0.1402
H -0.30 1.88 -6.69 0.1007
H 2.06 2.24 -6.80 0.0846
H 3.64 1.08 -5.43 0.0934
H 2.77 -0.39 -3.42 0.0645
H 2.32 -3.58 0.81 0.0928
H 4.56 -4.62 1.62 0.1151
H 6.53 -3.15 1.81 0.1253
H 6.41 -0.85 0.78 0.1146
H 4.50 -0.11 -0.36 0.0917
H 0.04 -3.36 -0.44 0.0784
H -2.03 -3.87 0.89 0.1083
H -2.68 -2.50 2.76 0.0935
H -1.75 -0.16 3.07 0.0740
H 0.25 0.44 1.54 0.0470
O -4.90 2.49 -4.17 -0.5153
S -4.26 2.09 -2.93 0.6733
N -2.79 2.29 -2.86 -0.6346
C 2.50 1.13 5.22 -0.0317
C 2.33 1.34 3.80 -0.2047
N 2.09 1.55 2.68 0.1779
H 3.48 0.75 5.39 0.0821
H 1.66 0.56 5.64 0.0842
H 2.51 2.18 5.59 0.1014
```

Calculated values
Multiplicity   1
ΔE to the lowest compared entry with this formula, charge and spin   36.0 kcal per mole
Lowest unoccupied orbital energy   -0.13 eV
F_max   0.08520 hartree/bohr
E   -7681.57746 Ha

Q: What is the F_max in the second record?
A: 0.08520 hartree/bohr

Q: The highest ΔE to the lowest compared entry with this formula, charge and spin belongs to which entry?
A: C52H45AsN2O6PRuS2Se

Q: What is the E in the second record?
A: -7681.57746 Ha